No. 1
Molecular formula: C45H73N18OS2
Method: DFT, ωB97M-V/def2-TZVPD

```
! wB97M-V def2-TZVPD RIJCOSX def2/J DEFGRID3
* xyz 1 1
C 8.038 3.203 1.645
C 7.565 4.646 1.918
C 6.194 4.949 1.289
C 6.298 5.210 -0.234
N 5.248 4.529 -1.036
C 4.564 5.414 -1.997
C 3.066 5.584 -1.640
C 2.240 4.584 -2.487
C 0.965 4.039 -1.840
C 1.251 3.197 -0.636
C 2.427 3.103 0.081
N 2.233 2.235 1.121
C 3.276 1.970 2.123
C 3.021 2.818 3.372
C 2.991 4.321 3.100
C 0.994 1.764 1.039
O 0.414 0.849 1.867
C 1.116 -0.263 1.922
N 1.799 -1.183 1.834
N 0.393 2.338 0.000
N -0.910 2.061 -0.413
C 5.826 3.384 -1.653
S 6.794 3.368 -2.970
S 5.366 1.886 -0.812
C 6.543 0.629 -1.344
C 5.982 -0.736 -0.895
C 5.924 -0.900 0.644
H 7.171 2.551 1.520
H 8.643 3.145 0.739
H 8.615 2.814 2.482
H 8.318 5.376 1.618
H 7.450 4.743 3.001
H 5.580 4.057 1.433
H 5.725 5.790 1.801
H 7.295 4.881 -0.530
H 6.275 6.286 -0.394
H 4.594 5.005 -3.006
H 5.041 6.391 -2.073
H 2.900 5.494 -0.568
H 2.767 6.595 -1.919
H 2.854 3.750 -2.829
H 1.933 5.104 -3.394
H 0.481 3.388 -2.577
H 0.225 4.814 -1.617
H 3.382 3.591 -0.038
H 3.316 0.911 2.372
H 4.220 2.219 1.640
H 3.755 2.573 4.140
H 2.043 2.540 3.783
H 2.824 4.891 4.012
H 3.916 4.686 2.656
H 2.179 4.573 2.419
H -1.443 2.931 -0.431
H -1.360 1.440 0.248
H 7.516 0.776 -0.874
H 6.672 0.627 -2.423
H 4.964 -0.815 -1.285
H 6.559 -1.534 -1.359
H 6.614 -1.659 1.007
H 4.912 -1.172 0.946
H 6.174 0.037 1.147
C -0.223 -3.607 0.725
C -1.536 -4.017 1.199
N -2.572 -4.340 1.572
H 0.326 -3.077 1.497
H 0.375 -4.468 0.428
H -0.307 -2.951 -0.141
C -2.114 -7.985 1.736
C -0.878 -8.751 1.673
N 0.110 -9.333 1.624
H -2.620 -7.979 0.771
H -2.806 -8.398 2.467
H -1.914 -6.950 2.012
C -3.478 5.135 -2.649
C -3.037 4.793 -1.308
N -2.694 4.523 -0.244
H -3.334 6.195 -2.850
H -2.920 4.569 -3.395
H -4.535 4.914 -2.780
C 1.149 -0.439 -3.445
C 1.226 0.945 -3.883
N 1.288 2.032 -4.247
H 0.693 -0.501 -2.457
H 0.544 -1.030 -4.130
H 2.134 -0.898 -3.391
C -5.344 -8.992 5.271
C -5.459 -8.786 3.834
N -5.550 -8.630 2.701
H -4.345 -8.736 5.619
H -6.061 -8.372 5.806
H -5.537 -10.032 5.527
C -7.836 4.635 -4.590
C -6.683 5.517 -4.668
N -5.766 6.205 -4.731
H -8.193 4.371 -5.583
H -7.590 3.712 -4.067
H -8.654 5.117 -4.055
C -1.571 5.184 3.062
C -0.340 5.960 3.113
N 0.617 6.594 3.155
H -1.857 4.975 2.031
H -1.454 4.238 3.590
H -2.389 5.731 3.529
C -5.655 -4.567 0.689
C -6.804 -3.767 0.291
N -7.699 -3.121 -0.023
H -5.712 -4.837 1.741
H -5.601 -5.488 0.109
H -4.731 -4.019 0.538
C -7.682 0.151 -0.416
C -7.471 1.501 -0.921
N -7.305 2.561 -1.327
H -8.141 0.171 0.571
H -8.332 -0.419 -1.075
H -6.741 -0.389 -0.336
C -10.124 1.023 -5.212
C -8.764 1.342 -4.805
N -7.692 1.593 -4.481
H -10.837 1.696 -4.738
H -10.235 1.115 -6.291
H -10.382 0.003 -4.930
C 1.455 -6.899 -1.951
C 1.648 -5.547 -2.460
N 1.787 -4.477 -2.850
H 0.936 -6.885 -0.994
H 0.866 -7.494 -2.647
H 2.412 -7.397 -1.806
C -6.176 -11.600 0.797
C -5.518 -12.734 0.164
N -4.994 -13.624 -0.335
H -6.810 -11.071 0.088
H -6.802 -11.927 1.627
H -5.448 -10.891 1.186
C 3.926 -3.213 3.969
C 5.136 -4.022 3.974
N 6.092 -4.654 3.977
H 3.431 -3.260 3.001
H 3.221 -3.558 4.725
H 4.157 -2.169 4.177
*
```

Electronic energy = -3615.2821 Eh
Orbital gap = 8.058 eV
Max |F| = 1.62 eV Å⁻¹

Löwdin atomic charge list, values in e, 8 entries:
1. C -0.0965
2. C -0.2416
3. C -0.1940
4. C -0.1594
5. N -0.2168
6. C -0.1934
7. C -0.1534
8. C -0.1874


No. 2
Molecular formula: C45H74F3O21SY
Method: DFT, ωB97M-V/def2-TZVPD

```
! wB97M-V def2-TZVPD RIJCOSX def2/J DEFGRID3
* xyz 2 1
Y -12.962 -10.385 14.176
C -15.253 -13.049 11.149
F -16.273 -13.053 12.015
F -15.472 -13.978 10.201
F -15.202 -11.790 10.575
S -13.566 -13.480 12.013
O -13.352 -12.292 12.878
O -13.828 -14.708 12.795
O -12.607 -13.627 10.916
C -19.249 -13.150 13.026
C -20.609 -12.721 13.518
C -20.647 -13.337 14.922
O -19.363 -13.124 15.395
C -18.422 -13.274 14.341
H -18.894 -12.456 12.265
H -19.264 -14.161 12.618
H -21.401 -13.146 12.902
H -20.730 -11.642 13.614
H -20.741 -14.421 14.990
H -21.432 -12.883 15.528
H -17.845 -14.189 14.473
H -17.778 -12.403 14.468
C -9.160 -16.164 12.412
C -8.449 -17.456 12.180
C -8.607 -17.751 10.669
O -9.445 -16.761 10.161
C -10.138 -16.109 11.229
H -8.428 -15.361 12.326
H -9.634 -16.084 13.390
H -8.909 -18.325 12.651
H -7.407 -17.462 12.502
H -9.242 -18.637 10.658
H -7.653 -17.874 10.156
H -11.088 -16.571 11.499
H -10.414 -15.137 10.821
C -13.791 -8.591 8.574
C -13.862 -8.270 7.119
C -15.241 -8.856 6.695
O -15.831 -9.294 7.948
C -15.171 -8.759 9.122
H -13.223 -7.834 9.115
H -13.205 -9.506 8.666
H -13.016 -8.619 6.526
H -13.886 -7.183 7.049
H -15.044 -9.670 5.997
H -15.871 -8.111 6.208
H -15.175 -9.385 10.014
H -15.586 -7.811 9.464
C -12.831 -17.824 8.362
C -13.282 -16.518 9.002
C -14.197 -17.050 10.102
O -14.772 -18.261 9.596
C -13.917 -18.848 8.590
H -11.920 -18.051 8.916
H -12.556 -17.665 7.319
H -13.878 -15.918 8.315
H -12.473 -15.887 9.370
H -15.012 -16.359 10.317
H -13.617 -17.238 11.005
H -14.499 -18.964 7.676
H -13.467 -19.784 8.919
O -13.491 -17.966 17.854
C -13.296 -17.898 16.683
O -12.445 -16.934 16.250
C -12.503 -16.833 14.813
C -13.815 -17.517 14.389
C -13.884 -18.586 15.453
H -11.643 -17.326 14.362
H -12.574 -15.791 14.499
H -13.862 -17.928 13.381
H -14.638 -16.808 14.471
H -13.263 -19.458 15.248
H -14.866 -18.976 15.721
O -14.538 -11.816 15.336
C -15.173 -12.669 15.956
O -16.180 -12.352 16.859
C -16.830 -13.436 17.464
C -16.046 -14.701 16.918
C -15.061 -14.175 15.872
H -17.906 -13.347 17.317
H -16.637 -13.390 18.536
H -16.718 -15.494 16.592
H -15.595 -15.152 17.802
H -15.307 -14.463 14.849
H -14.047 -14.500 16.102
O -11.723 -11.144 6.460
C -12.666 -11.896 6.543
O -13.306 -12.321 5.504
C -14.400 -13.201 5.686
C -14.557 -13.126 7.151
C -13.198 -12.629 7.732
H -14.148 -14.240 5.474
H -15.347 -12.940 5.215
H -14.901 -14.057 7.601
H -15.270 -12.323 7.341
H -12.464 -13.427 7.845
H -13.343 -12.073 8.658
O -20.535 -14.438 9.696
C -19.749 -13.650 9.211
O -19.229 -12.671 9.874
C -18.191 -12.051 9.127
C -17.973 -12.916 7.871
C -19.261 -13.670 7.779
H -17.255 -12.125 9.681
H -18.273 -10.976 8.967
H -17.068 -13.513 7.989
H -17.739 -12.372 6.956
H -19.095 -14.718 7.527
H -20.003 -13.145 7.177
O -15.096 -10.056 13.243
C -16.283 -9.684 13.124
O -16.896 -9.643 11.918
C -18.239 -9.329 12.016
C -18.477 -9.379 13.485
C -17.227 -9.100 14.163
H -18.949 -9.927 11.446
H -18.435 -8.314 11.673
H -18.947 -10.346 13.666
H -19.213 -8.627 13.769
H -17.110 -9.515 15.164
H -17.034 -8.030 14.237
O -11.299 -10.495 12.443
C -10.590 -10.802 11.479
O -10.544 -9.987 10.476
C -9.837 -10.529 9.383
C -9.690 -11.985 9.694
C -9.768 -12.054 11.234
H -8.904 -9.972 9.470
H -10.242 -10.250 8.410
H -8.768 -12.492 9.410
H -10.504 -12.536 9.223
H -8.864 -11.889 11.821
H -10.404 -12.844 11.633
O -20.087 -16.910 14.124
C -19.150 -16.871 13.280
O -17.891 -16.538 13.641
C -16.964 -16.686 12.587
C -17.842 -16.647 11.311
C -19.225 -17.117 11.770
H -16.386 -17.609 12.629
H -16.300 -15.822 12.567
H -17.476 -17.225 10.463
H -17.980 -15.653 10.886
H -19.358 -18.151 11.453
H -20.069 -16.586 11.328
*
```

Electronic energy = -4074.7028 Eh
Orbital gap = 4.529 eV
Max |F| = 5.65 eV Å⁻¹

Löwdin atomic charge list, values in e, 8 entries:
1. Y 2.0959
2. C -0.5504
3. F 0.1416
4. F 0.1339
5. F 0.0825
6. S 0.6031
7. O -0.4563
8. O -0.2901